Record 1
A 3-piece molecular cluster, C23H39ClN4O6S2 overall, computed with ωB97M-V/def2-TZVPD.

The geometry in XYZ format:
```
75
C23H39ClN4O6S2 (ωB97M-V/def2-TZVPD)
C -4.030 3.670 4.704
C -3.671 2.440 3.701
O -2.557 2.914 2.875
C -1.681 1.803 2.522
C -0.307 2.465 1.930
C -0.292 2.128 0.360
C -0.285 0.611 -0.199
C -0.245 -0.679 0.796
C 1.020 -0.593 1.787
C 1.811 -1.973 2.013
C 0.877 -3.275 2.123
S 1.697 -4.719 2.974
O 2.786 -4.322 3.931
O 2.250 -5.634 1.899
Cl 0.137 -5.754 3.945
C -0.321 0.385 -1.753
C -0.366 -1.042 -2.464
C -1.469 -1.092 -3.673
O -2.668 -0.308 -3.330
C -0.312 1.662 -2.667
N -0.299 1.751 -4.134
S -0.317 3.399 -4.647
N -0.307 4.255 -3.147
C -0.312 3.169 -2.198
C -0.322 3.352 -0.626
C -0.372 4.891 -0.105
H -3.076 3.894 5.300
H -4.932 3.448 5.374
H -4.199 4.585 4.013
H -3.394 1.476 4.275
H -4.571 2.186 3.027
H -2.226 1.232 1.670
H -1.469 1.086 3.390
H -0.361 3.576 2.186
H 0.632 2.060 2.477
H -1.196 -0.684 1.456
H -0.182 -1.649 0.197
H 0.672 -0.199 2.813
H 1.703 0.245 1.365
H 2.658 -2.058 1.238
H 2.350 -1.873 3.037
H 0.675 -3.635 1.040
H -0.097 -2.996 2.650
H -0.667 -1.910 -1.762
H 0.658 -1.360 -2.905
H -1.023 -0.702 -4.657
H -1.835 -2.181 -3.745
H -3.204 -0.837 -2.691
H -0.529 5.604 -1.003
H -1.278 4.930 0.618
H 0.584 5.136 0.486
C -0.662 -2.915 -7.632
C -0.894 -3.720 -6.381
O -0.260 -3.529 -5.353
N -1.851 -4.690 -6.425
C -2.696 -5.060 -7.540
H 0.125 -2.182 -7.454
H -0.346 -3.572 -8.446
H -1.575 -2.383 -7.909
H -1.956 -5.192 -5.554
H -3.738 -4.930 -7.239
H -2.517 -6.112 -7.772
H -2.499 -4.457 -8.424
C 3.797 0.863 5.310
C 3.316 1.490 4.029
O 2.144 1.439 3.673
N 4.237 2.130 3.256
C 5.653 2.293 3.507
H 2.959 0.390 5.822
H 4.548 0.099 5.094
H 4.216 1.629 5.967
H 3.849 2.528 2.411
H 5.874 3.362 3.546
H 6.203 1.842 2.679
H 5.963 1.828 4.441
```

HOMO energy = -7.7 eV
Gap between HOMO and LUMO = 7.07 eV
E_LUMO = -0.65 eV



Record 2
C23H39F5Ge2HfN3O6P2S4 as an isolated structure, computed with ωB97M-V/def2-TZVPD.

The geometry in XYZ format:
```
85
C23H39F5Ge2HfN3O6P2S4 (ωB97M-V/def2-TZVPD)
Hf -1.644 0.260 0.352
N -0.658 2.013 4.883
C -0.826 0.643 4.252
C -0.725 -0.416 5.347
P -2.588 0.749 3.576
O -3.410 -0.329 4.399
O -2.997 2.133 3.918
O -2.634 0.249 2.142
P 0.581 0.366 3.033
O 1.177 1.856 3.021
O 1.495 -0.659 3.556
O 0.006 0.096 1.645
H -0.522 1.938 5.889
H -1.568 2.503 4.665
H 0.130 2.508 4.453
H -1.485 -0.253 6.113
H 0.276 -0.420 5.779
H -0.896 -1.402 4.920
H -3.710 -1.055 3.831
H 1.777 2.058 2.280
S -1.266 2.775 0.738
S -3.275 2.713 0.265
S -3.259 2.644 -1.790
S -2.376 0.818 -2.102
C -0.329 -0.819 -4.641
Ge 1.173 -0.222 -3.528
C 2.020 -1.910 -2.973
C 2.516 0.676 -4.649
Ge 0.465 1.337 -1.761
C 0.069 3.019 -2.715
C 0.021 4.283 -2.120
C -0.303 5.414 -2.856
C -0.606 5.311 -4.204
C -0.582 4.066 -4.810
C -0.246 2.940 -4.072
C 2.003 1.553 -0.532
C 2.679 0.426 -0.060
C 3.687 0.517 0.888
C 4.055 1.756 1.390
C 3.400 2.896 0.936
C 2.378 2.793 -0.004
H 0.042 -1.566 -5.346
H -0.775 -0.002 -5.204
H -1.114 -1.274 -4.037
H 2.512 -2.298 -3.867
H 1.278 -2.649 -2.667
H 2.776 -1.817 -2.198
H 2.760 0.051 -5.509
H 3.425 0.838 -4.070
H 2.165 1.642 -5.005
H 0.195 4.394 -1.061
H -0.335 6.378 -2.366
H -0.867 6.193 -4.774
H -0.830 3.965 -5.858
H -0.252 1.981 -4.573
H 2.420 -0.558 -0.433
H 4.176 -0.382 1.242
H 4.837 1.834 2.133
H 3.683 3.871 1.312
H 1.890 3.699 -0.334
C -0.059 -4.503 2.040
C 0.262 -3.777 0.736
C -0.197 -4.597 -0.462
C 1.760 -3.484 0.661
N -0.524 -2.521 0.825
N -0.429 -1.658 -0.315
H 0.464 -5.459 2.077
H -1.131 -4.680 2.117
H 0.262 -3.908 2.897
H 0.308 -5.563 -0.465
H 0.047 -4.107 -1.408
H -1.271 -4.766 -0.421
H 2.327 -4.413 0.729
H 2.064 -2.833 1.485
H 2.040 -3.014 -0.283
H -0.133 -1.984 1.593
H -0.940 -2.097 -1.082
H 0.538 -1.517 -0.620
F -3.493 -1.955 -1.304
C -3.417 -1.392 -0.029
F -4.512 -0.513 0.015
C -3.880 -2.560 0.863
F -5.177 -2.845 0.701
F -3.706 -2.291 2.187
F -3.199 -3.688 0.623
```

Energy relative to the best compared isomer or geometry (same formula, charge and spin) = 3.71 kcal/mol
HOMO energy (spin up / spin down) = -6.6 / -7.8 eV
Gap between HOMO and LUMO (spin up / spin down) = 6.67 / 6.43 eV
E_LUMO (spin up / spin down) = 0.07 / -1.32 eV
Spin multiplicity = 2



Record 3
A single C23H39F9NO9PS3 molecule, computed with ωB97M-V/def2-TZVPD.

The geometry in XYZ format:
```
85
C23H39F9NO9PS3 (ωB97M-V/def2-TZVPD)
C 0.083 0.109 5.106
C 1.657 0.403 5.260
C 2.040 1.869 4.713
O 2.134 2.847 5.473
O 2.300 1.949 3.328
C 1.927 3.239 2.770
C 1.720 3.162 1.196
C 0.293 2.510 0.769
S -1.001 3.759 1.338
O 0.353 2.365 -0.666
C 0.035 1.038 -1.111
C 1.044 -0.091 -0.578
C 0.806 -1.540 -1.227
C 0.699 -2.714 -0.112
C -0.808 -3.008 0.353
C -1.375 -4.222 -0.526
C -2.877 -4.040 -1.041
C -3.938 -3.659 0.102
C -5.010 -2.595 -0.466
C -5.579 -1.641 0.703
C -5.483 -0.079 0.366
O -6.779 0.596 0.452
C -6.451 2.012 0.481
O 2.389 0.398 -0.901
C 3.388 -0.325 -0.189
N 4.133 0.492 0.811
S 4.697 -0.936 -1.405
O 4.361 -2.262 -2.015
O 6.010 -1.103 -0.668
C 4.989 0.434 -2.653
F 5.109 1.627 -1.927
F 6.275 0.180 -3.200
C 3.938 0.484 -3.860
F 2.858 -0.402 -3.733
F 4.646 0.068 -5.024
C 3.336 1.924 -4.189
F 2.678 2.524 -3.085
F 2.294 1.700 -5.138
C 4.355 2.927 -4.920
F 5.663 2.848 -4.459
F 4.417 2.694 -6.313
F 3.793 4.217 -4.780
P -1.806 0.646 -0.810
O -2.207 0.369 0.821
O -2.396 -0.607 -1.840
S -2.792 2.247 -1.375
H -0.118 -0.929 5.544
H -0.262 0.118 4.019
H -0.559 0.844 5.696
H 2.029 0.288 6.325
H 2.194 -0.321 4.546
H 2.825 3.938 2.945
H 1.048 3.734 3.296
H 2.591 2.702 0.625
H 1.653 4.252 0.832
H 0.052 1.563 1.343
H -0.949 4.866 0.510
H 0.159 1.049 -2.255
H 1.024 -0.232 0.558
H -0.043 -1.588 -1.980
H 1.761 -1.795 -1.818
H 1.321 -2.496 0.816
H 1.097 -3.690 -0.570
H -0.739 -3.401 1.433
H -1.482 -2.094 0.398
H -0.734 -4.491 -1.430
H -1.375 -5.162 0.138
H -2.989 -3.322 -1.927
H -3.203 -5.067 -1.449
H -3.441 -3.331 1.070
H -4.531 -4.611 0.354
H -5.873 -3.103 -1.029
H -4.479 -1.919 -1.210
H -6.661 -1.942 0.889
H -4.937 -1.815 1.636
H -5.120 0.068 -0.712
H -4.738 0.453 1.054
H -6.048 2.230 1.538
H -7.355 2.683 0.318
H -5.644 2.300 -0.271
H 3.023 -1.263 0.340
H 3.419 0.807 1.487
H 4.727 -0.162 1.357
H -1.443 -0.082 1.257
H -2.120 -1.488 -1.500
```

HOMO energy = -8.6 eV
Gap between HOMO and LUMO = 8.16 eV
E_LUMO = -0.46 eV



Record 4
An isolated ion of composition C23H39N4O4 and charge +1, computed with ωB97M-V/def2-TZVPD.

The geometry in XYZ format:
```
70
C23H39N4O4 (ωB97M-V/def2-TZVPD)
C -4.707 3.136 0.898
H -4.672 3.704 -0.028
H -5.744 2.962 1.166
H -4.230 3.717 1.683
C -3.995 1.804 0.724
H -4.039 1.226 1.657
H -4.465 1.221 -0.077
O -2.643 2.078 0.391
C -1.819 1.048 0.038
C -2.133 -0.291 0.149
C -1.241 -1.310 -0.224
C 0.011 -0.910 -0.712
C 0.339 0.444 -0.817
C -0.561 1.444 -0.465
N -0.268 2.802 -0.496
H -1.114 3.358 -0.470
C 0.746 3.329 -1.389
C 0.723 4.857 -1.386
H -0.240 5.215 -1.743
H 0.898 5.258 -0.390
H 1.495 5.233 -2.051
C 2.145 2.835 -1.032
O 2.934 2.525 -1.898
N 2.496 2.730 0.285
C 1.735 3.064 1.458
H 2.381 3.646 2.125
C 1.269 1.770 2.165
N 2.018 0.606 1.637
H 1.663 0.458 0.654
C 3.463 0.918 1.604
H 4.016 0.031 1.301
C 3.738 2.065 0.611
H 4.449 2.775 1.045
H 4.159 1.696 -0.327
H 3.766 1.190 2.617
C 1.699 -0.626 2.403
C 2.375 -1.867 1.844
H 2.220 -1.945 0.771
H 3.439 -1.891 2.060
H 1.932 -2.742 2.313
H 1.993 -0.467 3.443
H 0.615 -0.752 2.359
H 0.207 1.600 1.982
H 1.438 1.838 3.241
H 0.869 3.666 1.195
H 0.588 2.986 -2.425
H 1.258 0.684 -1.332
O 1.003 -1.806 -1.079
C 0.767 -2.476 -2.321
C 1.845 -3.528 -2.509
H 1.698 -4.032 -3.459
H 2.828 -3.064 -2.506
H 1.803 -4.264 -1.709
H -0.228 -2.931 -2.307
H 0.803 -1.737 -3.132
N -1.610 -2.650 -0.188
C -3.011 -2.994 -0.027
H -3.621 -2.332 -0.642
C -3.222 -4.436 -0.502
O -2.407 -5.337 0.204
C -1.052 -5.015 0.024
C -0.754 -3.595 0.511
H 0.290 -3.356 0.322
H -0.947 -3.548 1.596
H -0.480 -5.743 0.601
H -0.784 -5.102 -1.040
H -4.253 -4.745 -0.325
H -3.003 -4.497 -1.579
H -3.327 -2.919 1.026
H -3.096 -0.568 0.539
```

Energy relative to the best compared isomer or geometry (same formula, charge and spin) = 0.00 kcal/mol
HOMO energy = -10.1 eV
Gap between HOMO and LUMO = 8.05 eV
E_LUMO = -2.02 eV
Total charge = +1



Record 5
C23H39Si3 as an isolated structure, computed with ωB97M-V/def2-TZVPD.

The geometry in XYZ format:
```
65
C23H39Si3 (ωB97M-V/def2-TZVPD)
C -0.726 -2.952 -0.103
Si 0.532 -1.532 0.311
C 2.181 -2.531 0.049
H 0.373 -0.220 -0.884
C 0.398 -1.440 2.369
Si -1.345 -0.808 2.837
C -1.765 0.668 1.754
C -2.633 -2.160 2.593
C -1.540 -0.307 4.638
Si 1.850 -0.406 3.063
C 2.021 1.179 2.071
C 1.675 0.062 4.876
C 3.451 -1.395 3.002
H -1.251 -3.528 0.690
H -1.502 -2.439 -0.695
H -0.234 -3.705 -0.766
H 2.772 -2.933 0.902
H 1.989 -3.394 -0.636
H 2.838 -1.825 -0.486
H 0.482 -2.420 2.925
H -2.816 0.938 1.942
H -1.146 1.545 1.989
H -1.677 0.459 0.681
H -3.441 -1.984 3.318
H -3.063 -2.157 1.579
H -2.223 -3.156 2.798
H -2.606 -0.424 4.888
H -0.966 -0.943 5.319
H -1.261 0.743 4.808
H 2.992 1.629 2.328
H 2.008 1.029 0.984
H 1.234 1.903 2.329
H 2.694 0.188 5.274
H 1.135 1.011 5.008
H 1.181 -0.715 5.469
H 4.086 -1.053 3.833
H 3.272 -2.467 3.150
H 4.001 -1.257 2.059
C -5.030 2.096 -3.899
C -3.665 1.759 -3.337
C -3.287 2.155 -2.034
C -2.006 1.881 -1.554
C -1.089 1.100 -2.274
C 0.272 0.713 -1.725
C 1.438 0.935 -2.664
C 2.717 0.749 -2.135
C 3.890 0.753 -2.879
C 3.846 1.032 -4.260
C 2.598 1.323 -4.831
C 1.426 1.354 -4.055
C -1.490 0.703 -3.581
C -2.769 1.033 -4.099
H -5.008 2.051 -4.998
H -5.798 1.418 -3.511
H -5.330 3.106 -3.625
H -4.003 2.676 -1.402
H -1.714 2.285 -0.570
H 0.477 1.470 -0.806
H 2.752 0.561 -1.058
H 4.845 0.551 -2.382
H 4.768 1.032 -4.857
H 2.548 1.525 -5.894
H 0.505 1.669 -4.535
H -0.821 0.147 -4.192
H -3.046 0.719 -5.104
```

Energy relative to the best compared isomer or geometry (same formula, charge and spin) = 72.49 kcal/mol
HOMO energy = -12.2 eV
Gap between HOMO and LUMO = 6.30 eV
E_LUMO = -5.87 eV
Total charge = +1



Record 6
A 2-piece molecular cluster, C23H40Cl2FNO6P overall, computed with ωB97M-V/def2-TZVPD.

The geometry in XYZ format:
```
74
C23H40Cl2FNO6P (ωB97M-V/def2-TZVPD)
C 3.046 4.530 -0.568
C 1.526 4.791 -0.542
C 0.766 3.632 0.129
C 0.375 2.599 -0.921
O 0.525 1.223 -0.484
N -0.444 0.839 0.384
C -1.619 0.413 0.041
C -2.026 0.222 -1.362
C -2.170 -1.295 -1.717
C -1.183 -1.713 -2.802
C -1.705 -2.968 -3.509
C 0.266 -1.846 -2.303
C 0.616 -3.194 -1.657
C 2.048 -3.588 -1.988
C 3.106 -2.763 -1.996
C 4.262 -3.033 -2.920
C 3.258 -1.559 -1.073
C -2.472 0.208 1.274
C -3.365 1.513 1.309
C -2.883 2.537 2.291
O -1.970 3.278 2.147
F -3.595 2.539 3.415
P -3.764 -1.177 1.127
O -4.567 -0.934 2.512
Cl -2.630 -2.821 1.607
C -1.351 0.048 2.356
C -1.689 0.203 3.854
C -1.476 -1.087 4.656
C -0.044 -1.329 5.063
O 0.594 -2.264 4.690
O 0.452 -0.422 5.965
C -0.185 0.871 1.821
Cl 1.361 -0.032 2.108
H 3.554 5.222 0.099
H 3.244 3.517 -0.215
H 3.465 4.614 -1.567
H 1.288 5.732 -0.051
H 1.145 4.892 -1.563
H 1.397 3.192 0.904
H -0.120 4.029 0.625
H 1.013 2.730 -1.793
H -0.651 2.798 -1.241
H -2.980 0.730 -1.516
H -1.295 0.664 -2.034
H -3.187 -1.439 -2.080
H -2.015 -1.927 -0.842
H -1.193 -0.907 -3.546
H -2.483 -2.736 -4.234
H -2.148 -3.649 -2.777
H -0.901 -3.522 -3.990
H 0.944 -1.620 -3.125
H 0.441 -1.059 -1.559
H 0.006 -3.995 -2.066
H 0.477 -3.193 -0.569
H 2.213 -4.622 -2.279
H 4.332 -4.089 -3.184
H 5.224 -2.742 -2.492
H 4.124 -2.471 -3.846
H 2.841 -0.651 -1.515
H 2.784 -1.792 -0.122
H 4.325 -1.449 -0.894
H -4.415 1.292 1.495
H -3.332 1.989 0.328
H -4.002 -0.890 3.296
H -1.025 -0.984 2.211
H -2.722 0.520 3.973
H -1.072 1.000 4.273
H -1.810 -1.973 4.122
H -2.061 -1.013 5.577
H 0.874 0.323 5.521
H 0.041 1.841 2.244
O 3.598 1.604 -3.163
H 4.214 1.032 -2.692
H 2.805 1.587 -2.620
```

HOMO energy = -10.7 eV
Gap between HOMO and LUMO = 6.56 eV
E_LUMO = -4.14 eV
Total charge = +1